1.
The following is a DFT calculation (ωB97M-V/def2-TZVPD) of C5H6ClF3N2O in the gas phase in a non-equilibrium geometry.

Geometry as XYZ:
```
18
Properties=species:S:1:pos:R:3:forces:R:3:lowdin_charge:R:1
C 0.526 -0.479 2.068 0.493 -0.787 -1.639 -0.162
C -0.783 0.101 1.650 -0.340 -0.368 -0.312 -0.402
C -0.435 0.415 0.115 0.448 1.049 1.881 -0.374
C 1.764 -0.158 -1.259 -0.701 0.790 1.632 0.016
C -1.334 -0.167 -0.947 -1.712 -1.932 -3.377 -0.586
N 1.374 -0.620 1.091 0.242 -0.159 2.457 0.084
N 0.965 -0.050 0.002 -1.236 0.894 -2.401 -0.147
O -0.502 1.825 -0.021 0.897 -0.007 -1.103 0.038
F -2.646 -0.122 -0.941 -1.789 1.085 2.475 0.148
F -1.121 0.537 -2.075 1.754 0.487 -1.010 0.120
F -1.181 -1.481 -1.290 1.839 0.241 0.839 0.122
Cl -2.204 -1.180 1.859 1.452 1.271 -0.127 0.542
H 0.773 -0.990 2.954 -0.109 -0.142 1.135 0.091
H -1.082 1.005 2.253 0.028 -0.976 -1.079 0.129
H 2.833 -0.050 -1.035 -0.418 0.798 -0.004 0.096
H 1.695 -1.144 -1.572 -0.395 -1.938 -1.059 0.056
H 1.322 0.505 -2.015 0.588 -0.075 0.292 0.092
H 0.037 2.053 -0.837 -1.043 -0.229 1.401 0.138
```
Forces are in eV/Å.

Properties
- Maximum force: 4.3 eV/A
- Energy above the lowest of the compared OMol25 structures with the same formula, charge and spin: 0.0 kJ/mol
- E_HOMO: -8.87 eV
- LUMO level: 0.30 eV
- Total energy: -30982.858 eV
- Structure (SMILES): CN1N=C[C@H](Cl)[C@]1(O)C(F)(F)F
- Multiplicity: 1
- Gap between HOMO and LUMO: 9.17 eV

***

2.
The following is a DFT calculation (ωB97M-V/def2-TZVPD) of C5H6ClFN2 in the gas phase in a non-equilibrium geometry.

Geometry as XYZ:
```
15
Properties=species:S:1:pos:R:3:forces:R:3:lowdin_charge:R:1
C -1.262 1.483 -1.170 1.296 -1.104 -1.612 -0.053
C -0.695 0.261 -1.306 0.733 0.452 0.290 -0.073
C -1.486 1.659 0.268 -0.139 -0.040 -0.033 -0.154
C -0.373 -0.362 0.020 -0.829 0.303 -0.130 -0.246
C 1.239 -0.750 0.251 -2.349 -0.701 -1.221 -0.811
N -1.087 0.625 0.904 1.659 -0.237 2.231 0.046
N 1.357 -1.416 1.438 -1.676 0.941 1.619 0.051
F 2.061 0.266 -0.043 0.220 0.633 0.531 0.013
Cl 1.743 -2.041 -1.032 -0.472 0.601 -0.150 0.554
H -1.257 2.104 -2.085 -0.726 0.105 1.082 0.109
H -0.291 -0.131 -2.199 0.163 -0.309 -0.960 0.083
H -1.967 2.544 0.779 0.479 -1.264 -0.575 0.126
H -0.825 -1.358 0.246 0.042 0.720 -0.530 0.148
H 2.244 -1.663 1.814 0.542 -0.022 0.013 0.091
H 0.599 -1.221 2.115 1.057 -0.078 -0.554 0.118
```
Forces are in eV/Å.

Properties
- Maximum force: 2.8 eV/A
- Energy above the lowest of the compared OMol25 structures with the same formula, charge and spin: 37.2 kJ/mol
- E_HOMO: -9.77 eV
- LUMO level: 0.20 eV
- Total energy: -23500.759 eV
- Structure (SMILES): N[C@@](F)(Cl)[C@@H]1C=CC=N1
- Multiplicity: 1
- Gap between HOMO and LUMO: 9.97 eV

***

3.
The following is a DFT calculation (ωB97M-V/def2-TZVPD) of C5H6ClFO in the gas phase in a non-equilibrium geometry.

Geometry as XYZ:
```
14
Properties=species:S:1:pos:R:3:forces:R:3:lowdin_charge:R:1
C -0.279 1.345 0.080 1.115 6.514 2.918 -0.510
C 1.094 0.689 0.435 -1.208 1.004 -4.396 -0.244
C -0.032 -1.422 0.653 1.974 2.188 0.080 -0.083
C -0.698 -0.745 -0.564 0.828 -1.200 -6.258 -0.177
C 0.249 0.475 -0.886 1.137 -2.494 0.253 -0.414
H -0.174 2.502 0.058 -0.357 -2.106 -0.253 0.147
H 2.068 1.270 0.313 -1.638 -0.731 0.597 0.184
H -0.644 -1.467 1.508 -0.936 -0.388 0.797 0.073
H 0.613 -2.304 0.582 -0.820 -0.107 -0.850 0.128
H -1.760 -0.130 -0.620 2.484 -3.365 0.283 0.098
H -0.578 -1.406 -1.623 -0.476 1.277 3.008 0.173
O 1.076 -0.433 1.124 -0.661 -2.692 1.818 -0.111
F 0.746 0.709 -2.169 -1.282 0.172 1.089 0.032
Cl -1.682 0.916 1.111 -0.163 1.927 0.913 0.703
```
Forces are in eV/Å.

Properties
- Maximum force: 7.2 eV/A
- Energy above the lowest of the compared OMol25 structures with the same formula, charge and spin: 384.9 kJ/mol
- E_HOMO: -8.76 eV
- LUMO level: 0.76 eV
- Total energy: -22564.921 eV
- Structure (SMILES): F[C@@]12CCO[C@@H]1[C@@H]2Cl
- Multiplicity: 1
- Gap between HOMO and LUMO: 9.52 eV

***

4.
The following is a DFT calculation (ωB97M-V/def2-TZVPD) of C5H6ClI as an isolated structure in a non-equilibrium geometry.

Geometry as XYZ:
```
13
Properties=species:S:1:pos:R:3:forces:R:3:lowdin_charge:R:1
C 1.038 -1.662 0.973 -1.054 1.428 -1.657 -0.004
C 1.052 -0.346 0.616 1.419 -2.542 5.139 -0.235
C 0.585 1.356 -0.932 -0.212 2.601 -0.299 -0.013
C 0.874 0.106 -0.681 -0.262 1.205 -1.017 -0.259
C -2.681 0.764 -0.592 0.244 -1.475 -1.862 -1.103
Cl -2.829 1.819 0.624 -0.194 0.670 1.619 0.548
I -2.808 -1.340 -0.106 0.011 0.811 0.222 0.599
H 0.873 -1.961 1.978 0.548 -0.224 0.775 0.039
H 0.843 -2.405 0.201 0.165 -0.058 0.114 0.053
H 1.278 0.308 1.546 -0.751 -0.359 -2.079 0.140
H 0.568 2.180 -0.203 0.072 -0.719 0.106 0.073
H 0.371 1.731 -1.916 -0.074 -0.232 -0.455 0.057
H 0.837 -0.549 -1.506 0.088 -1.106 -0.606 0.105
```
Forces are in eV/Å.

Properties
- Maximum force: 5.9 eV/A
- Energy above the lowest of the compared OMol25 structures with the same formula, charge and spin: 108.6 kJ/mol
- E_HOMO: -8.70 eV
- LUMO level: -1.09 eV
- Total energy: -25900.244 eV
- Multiplicity: 1
- Gap between HOMO and LUMO: 7.61 eV

***

5.
The following is a DFT calculation (ωB97M-V/def2-TZVPD) of a 2-piece molecular cluster, C5H6ClI2O7 overall in a non-equilibrium geometry.

Geometry as XYZ:
```
21
Properties=species:S:1:pos:R:3:forces:R:3:lowdin_charge:R:1
C 2.450 -0.998 -0.216 -0.528 -0.631 -0.645 -0.193
C 0.863 -1.210 -0.401 -0.878 1.900 2.288 -0.679
I 0.252 -2.472 -2.096 0.496 0.892 1.276 0.807
C -0.100 -0.605 0.448 1.703 -1.859 -1.700 -0.618
I 0.559 0.699 2.094 -0.562 -1.034 -1.273 0.842
C -1.683 -0.779 0.312 0.672 2.141 -1.211 -0.435
O -2.047 -0.186 -0.973 -0.285 -0.112 2.157 -0.061
O -2.147 -2.145 0.265 1.744 0.307 2.398 -0.056
C -1.675 -2.911 1.355 -3.463 -3.127 1.064 -0.237
O -2.458 -3.772 1.840 2.953 3.134 -1.890 0.018
H 2.701 0.091 0.041 -0.540 -1.653 -0.323 0.057
H 2.829 -1.726 0.596 -0.631 1.266 -1.145 0.085
H 2.979 -1.287 -1.198 -0.881 0.527 1.537 0.058
H -2.208 -0.140 1.117 0.832 -1.484 -0.862 0.147
H -2.326 0.732 -0.731 0.509 -0.854 -0.622 0.111
H -0.632 -2.865 1.808 -1.044 0.801 -1.137 0.161
O 1.812 3.283 -0.625 -0.118 -0.070 0.037 -0.412
Cl 0.529 3.916 -0.852 0.121 0.296 -0.150 0.611
O 0.466 4.405 -2.213 -0.015 -0.120 0.199 -0.386
O 0.366 5.022 0.067 -0.007 -0.187 -0.055 -0.390
O -0.530 2.949 -0.637 -0.078 -0.132 0.056 -0.431
```
Forces are in eV/Å.

Properties
- Charge: -1
- Maximum force: 4.8 eV/A
- E_HOMO: -6.02 eV
- LUMO level: 1.82 eV
- Total energy: -48330.824 eV
- Multiplicity: 1
- Gap between HOMO and LUMO: 7.84 eV

***

6.
The following is a DFT calculation (ωB97M-V/def2-TZVPD) of C5H6ClNO as an isolated structure in a non-equilibrium geometry.

Geometry as XYZ:
```
14
Properties=species:S:1:pos:R:3:forces:R:3:lowdin_charge:R:1
C 0.925 0.612 0.091 -1.602 1.223 1.765 -0.179
C 0.448 0.395 -1.204 -0.509 -0.233 -0.878 -0.112
C -0.240 0.247 1.010 0.997 -1.329 -0.354 -0.188
C -0.504 -0.622 -1.230 3.290 2.208 1.157 -0.136
C -1.025 -0.770 0.153 -0.092 -0.650 -0.325 -0.720
N 1.216 -1.884 0.088 -0.550 -1.868 -1.405 0.116
O 1.717 -0.955 0.508 2.346 0.680 1.330 -0.063
Cl -2.733 -0.308 -0.026 -1.004 -0.264 0.676 0.627
H 1.484 1.445 0.588 0.191 -0.858 -1.375 0.149
H 0.887 0.902 -2.035 0.262 -0.211 -0.692 0.098
H 0.094 -0.140 1.979 -0.137 -0.116 -0.105 0.119
H -0.715 1.163 1.193 -1.402 1.019 0.230 0.089
H -0.819 -1.135 -2.097 -0.598 -0.464 -0.564 0.096
H -0.848 -1.841 0.417 -1.193 0.865 0.539 0.103
```
Forces are in eV/Å.

Properties
- Maximum force: 4.1 eV/A
- Energy above the lowest of the compared OMol25 structures with the same formula, charge and spin: 532.6 kJ/mol
- E_HOMO (spin up / spin down): -7.92 / -7.92 eV
- LUMO level (spin up / spin down): 0.11 / 0.11 eV
- Total energy: -21336.962 eV
- Multiplicity: 1
- Gap between HOMO and LUMO (spin up / spin down): 8.03 / 8.03 eV

***

7.
The following is a DFT calculation (ωB97M-V/def2-TZVPD) of a 2-piece molecular cluster, C5H6F2O overall in a non-equilibrium geometry.

Geometry as XYZ:
```
14
Properties=species:S:1:pos:R:3:forces:R:3:lowdin_charge:R:1
C 1.489 -0.430 -0.959 -0.914 1.474 -1.090 -0.025
C -1.994 0.044 0.364 0.276 -0.799 1.381 -0.299
C 1.088 0.622 -1.624 0.982 1.066 -0.777 -0.299
C 1.961 -1.490 -0.395 -1.186 1.230 3.842 0.045
C -1.130 0.651 1.550 -1.293 -4.258 0.459 -0.045
O -2.181 -1.144 0.169 0.403 1.621 0.315 0.017
F 1.991 1.541 -2.163 -1.571 -1.184 1.192 0.050
F -0.167 1.019 -1.934 1.273 -0.725 0.216 0.090
H 2.434 -2.211 -0.955 0.679 -1.954 -1.013 0.037
H 1.836 -1.593 0.769 0.731 0.094 -2.358 0.114
H -2.425 0.811 -0.292 -0.173 -0.008 -0.270 0.101
H -0.931 1.628 1.279 1.102 1.917 -0.361 0.023
H -0.267 -0.109 1.641 -0.998 1.713 0.058 0.090
H -1.705 0.661 2.547 0.689 -0.187 -1.593 0.101
```
Forces are in eV/Å.

Properties
- Maximum force: 4.5 eV/A
- Energy above the lowest of the compared OMol25 structures with the same formula, charge and spin: 279.5 kJ/mol
- E_HOMO: -9.86 eV
- LUMO level: 0.48 eV
- Total energy: -12761.115 eV
- Structure (SMILES): C=C=C(F)F.CC=O
- Multiplicity: 1
- Gap between HOMO and LUMO: 10.35 eV

***

8.
The following is a DFT calculation (ωB97M-V/def2-TZVPD) of an isolated ion of composition C5H6F3N2 and charge +1 in a non-equilibrium geometry.

Geometry as XYZ:
```
16
Properties=species:S:1:pos:R:3:forces:R:3:lowdin_charge:R:1
C -0.834 0.993 -0.073 -3.344 1.373 -0.912 0.017
C -0.934 0.084 -1.224 -1.534 -0.919 0.828 -0.034
C 0.923 -0.179 0.915 -1.285 0.196 -3.192 0.339
C 0.282 1.643 2.040 2.033 1.402 0.326 0.025
C 0.296 -2.032 -1.907 -0.157 -0.762 -0.960 -0.648
N 0.002 0.748 0.940 1.168 -1.621 -0.816 -0.192
N -0.359 -1.062 -1.149 1.719 1.802 3.198 0.201
F 0.110 -3.252 -1.361 -0.278 1.052 -0.818 0.163
F 1.613 -1.782 -1.838 -0.513 0.033 -0.458 0.163
F -0.121 -1.986 -3.196 0.555 -0.579 0.851 0.157
H -1.667 1.809 0.102 2.216 -1.565 -0.520 0.190
H -1.778 0.235 -1.946 1.230 0.557 0.072 0.165
H 1.263 -0.758 1.705 0.503 -1.060 1.556 0.098
H 0.608 1.093 2.895 0.272 -0.673 0.482 0.105
H 1.160 2.278 1.726 -1.325 -0.248 0.411 0.151
H -0.563 2.167 2.370 -1.261 1.011 -0.049 0.100
```
Forces are in eV/Å.

Properties
- Charge: +1
- Maximum force: 4.1 eV/A
- Energy above the lowest of the compared OMol25 structures with the same formula, charge and spin: 455.5 kJ/mol
- E_HOMO (spin up / spin down): -14.29 / -14.22 eV
- LUMO level (spin up / spin down): -7.11 / -6.38 eV
- Total energy: -16402.065 eV
- Multiplicity: 1
- Gap between HOMO and LUMO (spin up / spin down): 7.18 / 7.84 eV